(1)
This record from the Open Molecules 2025 dataset describes a molecular structure, C17H10F5NO5SSeTeV. The level of theory is the ωB97M-V functional and the def2-TZVPD basis.

Values from the calculation:
Kohn-Sham gap (spin up / spin down) ... 5.179 / 5.611 eV
Energy ... -5595.56405 a.u.
Charge ... +1
Relative energy (zero: lowest compared OMol25 entry of this formula, charge and spin) ... 0.00 kcal/mol
Spin multiplicity ... 3
Lowest unoccupied orbital energy (spin up / spin down) ... -5.142 / -4.949 eV

Cartesian coordinates (Å):
V (0.172, -0.316, 1.188)
O (1.483, -2.783, -1.841)
C (0.890, -2.015, -0.969)
O (1.425, -1.552, 0.030)
C (-0.537, -1.709, -1.268)
C (-1.312, -2.218, -2.296)
C (-2.647, -1.838, -2.334)
C (-3.165, -0.979, -1.369)
C (-2.312, -0.516, -0.383)
N (-1.038, -0.889, -0.355)
C (-2.595, 0.379, 0.779)
O (-3.788, 0.894, 0.959)
O (-1.691, 0.626, 1.559)
H (2.392, -2.982, -1.557)
H (-0.887, -2.889, -3.028)
H (-3.292, -2.219, -3.113)
H (-4.209, -0.699, -1.404)
H (-4.428, 0.619, 0.291)
F (5.334, 1.549, 5.253)
C (4.437, 1.619, 4.282)
C (4.285, 2.791, 3.556)
F (5.045, 3.840, 3.840)
C (3.345, 2.863, 2.542)
F (3.218, 3.998, 1.859)
C (2.539, 1.777, 2.227)
Se (1.240, 1.864, 0.846)
C (2.725, 0.632, 2.971)
F (1.940, -0.451, 2.682)
C (3.646, 0.518, 3.989)
F (3.777, -0.612, 4.673)
Te (-0.830, -2.149, 2.888)
C (0.183, -3.777, 2.046)
C (-0.066, -4.403, 0.852)
C (0.801, -5.497, 0.600)
C (1.697, -5.689, 1.610)
S (1.490, -4.544, 2.858)
H (-0.890, -4.128, 0.206)
H (0.746, -6.129, -0.275)
H (2.451, -6.455, 1.687)
O (-0.665, 1.798, -1.632)
H (-0.144, 1.969, -2.424)
H (-1.105, 2.635, -1.445)

(2)
This record from the Open Molecules 2025 dataset describes a single C3H4BN5O4 molecule. The level of theory is the ωB97M-V functional and the def2-TZVPD basis.

Values from the calculation:
Kohn-Sham gap ... 8.681 eV
SMILES string ... O=NOCc1nnc(B(O)O)nn1
Energy ... -716.23547 a.u.
Charge ... 0
Relative energy (zero: lowest compared OMol25 entry of this formula, charge and spin) ... 4.98 kcal/mol
Lowest unoccupied orbital energy ... -1.084 eV

Cartesian coordinates (Å):
O (-3.165, 1.065, 1.597)
N (-3.372, 0.897, 0.469)
O (-3.305, -0.486, 0.138)
C (-2.478, -0.637, -1.020)
C (-1.025, -0.445, -0.651)
N (-0.570, -1.151, 0.381)
N (0.682, -0.961, 0.724)
C (1.393, -0.075, 0.011)
B (2.905, 0.194, 0.460)
O (3.531, 1.347, 0.109)
O (3.569, -0.766, 1.173)
N (0.931, 0.602, -1.042)
N (-0.327, 0.407, -1.389)
H (-2.771, 0.097, -1.767)
H (-2.630, -1.659, -1.352)
H (2.947, 2.108, 0.061)
H (3.685, -0.537, 2.097)

(3)
This record from the Open Molecules 2025 dataset describes a molecular structure, C29H39AgNO3Si at a distorted geometry. The level of theory is the ωB97M-V functional and the def2-TZVPD basis.

Values from the calculation:
Kohn-Sham gap (spin up / spin down) ... 4.943 / 2.424 eV
Energy ... -1844.52993 a.u.
Charge ... +2
Spin multiplicity ... 2
Lowest unoccupied orbital energy (spin up / spin down) ... -7.727 / -10.246 eV

Cartesian coordinates (Å):
C (4.693, -2.412, 0.967)
Si (3.649, -0.867, 0.499)
C (1.813, -1.414, 0.753)
C (3.972, 0.620, 1.664)
C (2.661, 1.323, 2.196)
C (1.914, 2.162, 1.081)
C (0.672, 2.974, 1.663)
C (-0.671, 2.628, 0.902)
C (-1.616, 3.878, 0.606)
C (-3.152, 3.621, 1.047)
C (-3.964, 2.960, -0.165)
C (-3.780, 1.419, -0.188)
C (-4.350, 0.617, 0.959)
C (-4.220, -0.816, 1.073)
C (-3.453, -1.520, -0.029)
C (-3.289, -3.051, 0.144)
C (-1.919, -3.263, 0.984)
O (-0.929, -3.975, 0.249)
C (-2.199, -3.931, 2.420)
N (-1.813, -5.364, 2.402)
C (-2.902, -0.749, -1.192)
C (-3.070, 0.717, -1.277)
C (-2.466, 1.430, -2.517)
O (-2.877, 2.450, -3.021)
C (-1.238, 0.732, -3.197)
C (-1.061, -0.623, -3.162)
C (-2.127, -1.453, -2.364)
O (-2.318, -2.591, -2.717)
C (3.931, -0.427, -1.348)
C (4.717, 0.746, -1.780)
C (4.926, 1.112, -3.181)
C (4.313, 0.267, -4.220)
C (3.552, -0.928, -3.838)
C (3.358, -1.289, -2.416)
H (5.756, -2.222, 0.661)
H (4.626, -2.643, 2.066)
H (4.342, -3.315, 0.382)
H (1.729, -1.808, 1.809)
H (1.520, -2.196, -0.001)
H (1.169, -0.504, 0.617)
H (4.510, 0.195, 2.566)
H (4.697, 1.325, 1.174)
H (1.976, 0.607, 2.732)
H (2.995, 2.073, 2.975)
H (2.659, 2.943, 0.737)
H (1.660, 1.565, 0.163)
H (0.836, 4.088, 1.631)
H (0.552, 2.670, 2.745)
H (-1.285, 1.917, 1.520)
H (-0.455, 2.141, -0.085)
H (-1.224, 4.866, 1.068)
H (-1.627, 4.044, -0.522)
H (-3.264, 3.024, 1.988)
H (-3.641, 4.657, 1.281)
H (-5.055, 3.146, 0.086)
H (-3.786, 3.476, -1.141)
H (-4.911, 1.138, 1.782)
H (-4.655, -1.361, 1.941)
H (-4.176, -3.423, 0.735)
H (-3.305, -3.613, -0.824)
H (-1.455, -2.252, 1.212)
H (-0.397, -3.322, -0.247)
H (-1.617, -3.350, 3.200)
H (-3.291, -3.811, 2.675)
H (-2.341, -5.806, 3.164)
H (-0.828, -5.380, 2.694)
H (-0.486, 1.340, -3.750)
H (-0.220, -1.158, -3.659)
H (5.172, 1.377, -0.976)
H (5.530, 2.002, -3.476)
H (4.399, 0.477, -5.316)
H (3.097, -1.609, -4.603)
H (2.757, -2.194, -2.144)
Ag (-2.723, 5.913, 0.142)

(4)
This record from the Open Molecules 2025 dataset describes a molecular structure, C8H33FeO9 at a distorted geometry. The level of theory is the ωB97M-V functional and the def2-TZVPD basis.

Values from the calculation:
Kohn-Sham gap (spin up / spin down) ... 4.939 / 4.927 eV
Energy ... -2265.07108 a.u.
Charge ... +1
Spin multiplicity ... 5
Lowest unoccupied orbital energy (spin up / spin down) ... -6.404 / -6.416 eV

Cartesian coordinates (Å):
Fe (-0.809, -4.101, -1.069)
C (0.153, -0.018, -1.053)
C (-0.349, -1.131, -0.133)
O (-1.188, -2.104, -0.721)
H (1.058, 0.487, -0.710)
H (-0.582, 0.783, -1.154)
H (0.422, -0.367, -2.052)
H (-0.820, -0.708, 0.759)
H (0.584, -1.536, 0.279)
C (-3.217, 1.655, 0.341)
C (-4.760, 1.729, 0.316)
O (-5.296, 0.850, 1.303)
H (-2.861, 2.644, 0.641)
H (-2.821, 1.508, -0.666)
H (-2.816, 0.947, 1.062)
H (-5.100, 1.466, -0.691)
H (-5.166, 2.723, 0.497)
H (-4.883, 0.001, 1.082)
C (4.326, 0.355, 0.455)
C (4.548, -0.975, -0.221)
O (5.608, -0.771, -1.148)
H (3.837, 0.174, 1.415)
H (3.616, 0.951, -0.123)
H (5.182, 1.005, 0.616)
H (3.707, -1.376, -0.799)
H (4.893, -1.719, 0.509)
H (5.548, -1.505, -1.767)
C (1.151, 1.684, 3.633)
C (0.621, 2.385, 2.363)
O (0.962, 3.788, 2.368)
H (0.775, 0.661, 3.559)
H (0.668, 2.163, 4.482)
H (2.234, 1.758, 3.700)
H (-0.464, 2.360, 2.508)
H (0.868, 2.054, 1.356)
H (0.240, 4.184, 2.863)
O (0.826, 3.051, -3.109)
H (1.695, 2.853, -3.471)
H (0.596, 2.275, -2.590)
O (-2.616, -0.559, -3.242)
H (-2.419, -0.778, -2.323)
H (-3.413, -1.058, -3.447)
O (0.900, -4.238, 0.227)
H (1.736, -3.861, 0.533)
H (0.632, -4.841, 0.935)
O (-3.874, -1.399, 0.384)
H (-2.945, -1.440, 0.116)
H (-4.178, -2.311, 0.366)
O (0.771, -3.353, -2.494)
H (1.598, -3.814, -2.680)
H (0.821, -2.532, -3.003)